Record 1
{
  "formula": "C36H28ClIrO5P2S",
  "method": "ωB97M-V/def2-TZVPD",
  "symbols": ["Ir", "O", "S", "C", "C", "C", "C", "C", "C", "P", "C", "C", "C", "C", "C", "C", "C", "C", "C", "C", "C", "C", "C", "C", "C", "C", "C", "C", "P", "C", "C", "C", "C", "C", "C", "C", "C", "C", "C", "C", "C", "H", "H", "H", "H", "H", "H", "H", "H", "H", "H", "H", "H", "H", "H", "H", "H", "H", "H", "H", "H", "H", "H", "H", "H", "H", "H", "H", "H", "O", "Cl", "O", "O", "O"],
  "positions_angstrom": [[0.6649, 1.3078, 0.4720], [1.8457, 0.4171, 3.2295], [1.4770, -0.1499, 1.9519], [2.7997, -1.0227, 1.1821], [3.8181, -1.6102, 1.9076], [4.7084, -2.4330, 1.2251], [4.5363, -2.6789, -0.1312], [3.5107, -2.0654, -0.8441], [2.6497, -1.1958, -0.1870], [1.4013, -0.2053, -1.0346], [2.2098, 0.9516, -2.1424], [1.3849, 1.8339, -2.8538], [1.9496, 2.7457, -3.7261], [3.3293, 2.7945, -3.8830], [4.1486, 1.9302, -3.1693], [3.5960, 1.0052, -2.2985], [0.4594, -1.4041, -1.9694], [0.0397, -2.5785, -1.3381], [-0.7187, -3.5004, -2.0388], [-1.0549, -3.2594, -3.3651], [-0.6203, -2.1037, -4.0020], [0.1356, -1.1716, -3.3101], [0.2613, -1.4307, 2.1488], [0.5838, -2.6282, 2.7689], [-0.4014, -3.5985, 2.8934], [-1.6811, -3.3655, 2.4024], [-1.9939, -2.1546, 1.8006], [-1.0118, -1.1792, 1.6720], [-1.3500, 0.4612, 1.0339], [-2.7394, 0.4804, -0.0916], [-2.6192, 0.0457, -1.4118], [-3.7238, 0.0436, -2.2432], [-4.9564, 0.4708, -1.7638], [-5.0846, 0.8981, -0.4505], [-3.9829, 0.9049, 0.3905], [-1.7624, 1.4778, 2.4580], [-2.0818, 2.8273, 2.2533], [-2.3596, 3.6392, 3.3374], [-2.3242, 3.1189, 4.6256], [-2.0144, 1.7824, 4.8323], [-1.7288, 0.9596, 3.7550], [3.9130, -1.4249, 2.9705], [5.5300, -2.8925, 1.7576], [5.2170, -3.3427, -0.6470], [3.4061, -2.2436, -1.9081], [0.3090, 1.8135, -2.7174], [1.3135, 3.4267, -4.2747], [3.7688, 3.5169, -4.5573], [5.2222, 1.9776, -3.2894], [4.2451, 0.3474, -1.7367], [0.3183, -2.7823, -0.3102], [-1.0380, -4.4141, -1.5557], [-1.6448, -3.9843, -3.9100], [-0.8613, -1.9337, -5.0425], [0.4808, -0.2795, -3.8136], [1.5824, -2.8088, 3.1458], [-0.1662, -4.5393, 3.3719], [-2.4412, -4.1296, 2.4945], [-2.9944, -1.9685, 1.4290], [-1.6660, -0.2880, -1.7924], [-3.6252, -0.2882, -3.2681], [-5.8189, 0.4706, -2.4166], [-6.0438, 1.2305, -0.0779], [-4.0924, 1.2374, 1.4129], [-2.1213, 3.2379, 1.2526], [-2.6043, 4.6803, 3.1766], [-2.5393, 3.7587, 5.4707], [-1.9923, 1.3784, 5.8350], [-1.4866, -0.0791, 3.9364], [0.3494, 5.0345, 1.0342], [0.9329, 4.0844, 0.1923], [1.8438, 3.1684, 0.9382], [1.5611, 4.5877, -0.9536], [-0.1575, 3.0877, -0.2334]],
  "e_lumo_ev": -7.1,
  "total_charge": 2,
  "gap_ev": 7.479,
  "e_homo_ev": -14.6
}



Record 2
{
  "formula": "C36H29AsClN5OOsS2",
  "method": "ωB97M-V/def2-TZVPD",
  "symbols": ["Os", "N", "C", "S", "N", "N", "C", "C", "C", "C", "C", "C", "C", "O", "H", "H", "H", "H", "H", "H", "H", "Cl", "C", "C", "C", "C", "N", "C", "H", "H", "H", "H", "C", "C", "C", "C", "C", "C", "As", "C", "C", "C", "C", "C", "C", "C", "C", "C", "C", "C", "C", "H", "H", "H", "H", "H", "H", "H", "H", "H", "H", "H", "H", "H", "S", "C", "N", "C", "C", "C", "C", "H", "H", "H", "H", "H"],
  "positions_angstrom": [[0.6294, -1.2572, -1.9685], [3.9845, -3.0207, -3.9757], [2.8959, -2.7941, -3.2203], [1.5995, -1.8189, -3.9604], [2.8148, -3.3038, -2.0384], [1.5749, -2.9854, -1.4370], [1.1421, -3.8903, -0.6337], [-0.1845, -3.9379, -0.0582], [-0.6403, -5.2028, 0.3365], [-1.9340, -5.3905, 0.7827], [-2.7927, -4.2992, 0.8397], [-2.3510, -3.0337, 0.4793], [-1.0483, -2.8387, 0.0417], [-0.6063, -1.5707, -0.1915], [4.0469, -2.6696, -4.9130], [4.7108, -3.6234, -3.6267], [1.8000, -4.7419, -0.4867], [0.0341, -6.0494, 0.2604], [-2.2729, -6.3755, 1.0739], [-3.8149, -4.4324, 1.1726], [-3.0167, -2.1820, 0.5399], [-0.0934, 3.1392, -5.4862], [-0.8457, 2.0141, -4.4234], [-2.2216, 1.9901, -4.2537], [-2.7557, 1.0720, -3.3679], [-1.9127, 0.2218, -2.6816], [-0.5830, 0.2372, -2.8695], [-0.0590, 1.1156, -3.7407], [-2.8535, 2.6712, -4.8096], [-3.8228, 1.0142, -3.2042], [-2.2851, -0.5049, -1.9727], [1.0093, 1.0638, -3.9026], [-1.9435, -2.1010, 5.5180], [-1.0525, -2.7509, 4.6742], [-0.7022, -2.1831, 3.4586], [-1.2569, -0.9552, 3.1116], [-2.1515, -0.2905, 3.9501], [-2.4943, -0.8767, 5.1587], [-0.6840, -0.1283, 1.5180], [0.9346, 0.7106, 1.5918], [1.9450, 0.1865, 2.3349], [3.3349, 0.5762, 2.3442], [3.8541, 1.5131, 1.5525], [3.0435, 2.3897, 0.6541], [0.9062, 1.9245, 0.6661], [-0.5474, 2.2133, 0.2461], [-1.0091, 3.2623, -0.5448], [-2.3695, 3.4538, -0.7791], [-3.3146, 2.5902, -0.2492], [-2.8884, 1.5020, 0.4993], [-1.5311, 1.3370, 0.7344], [-2.2096, -2.5507, 6.4657], [-0.6317, -3.7065, 4.9588], [-0.0205, -2.6990, 2.7937], [-2.5717, 0.6669, 3.6709], [-3.1841, -0.3737, 5.8238], [1.6960, -0.6721, 2.9476], [3.9942, 0.0305, 3.0075], [4.9174, 1.7128, 1.5818], [3.6959, 3.1194, 0.1802], [-0.3408, 3.9917, -0.9644], [-2.6845, 4.2988, -1.3797], [-4.3704, 2.7545, -0.4241], [-3.6058, 0.8035, 0.9119], [2.4575, 0.1110, -1.0208], [2.0596, 1.7390, -0.3848], [1.9956, 2.6895, -1.5485], [2.0301, 3.9734, -1.5424], [1.8117, 4.8540, -0.4171], [1.6222, 4.4398, 0.8417], [1.7966, 3.0510, 1.3438], [2.2386, 2.2272, -2.4210], [2.1642, 4.4248, -2.5232], [1.7480, 5.9084, -0.6496], [1.3814, 5.2034, 1.5758], [1.7886, 3.0124, 2.4286]],
  "e_lumo_ev": [-6.7, -6.7],
  "spin_multiplicity": 5,
  "total_charge": 2,
  "gap_ev": [4.990, 6.370],
  "e_homo_ev": [-11.7, -13.1]
}



Record 3
{
  "formula": "C36H29BrClF4FeNO7P2",
  "method": "ωB97M-V/def2-TZVPD",
  "symbols": ["Fe", "C", "C", "C", "C", "C", "C", "C", "C", "C", "C", "C", "C", "C", "C", "C", "N", "H", "H", "H", "H", "H", "H", "H", "H", "H", "H", "F", "C", "C", "F", "C", "F", "C", "P", "C", "C", "C", "C", "C", "C", "C", "C", "C", "C", "C", "C", "C", "Br", "C", "F", "H", "H", "H", "H", "H", "H", "H", "H", "H", "H", "O", "Cl", "O", "O", "O", "C", "O", "P", "O", "C", "O", "C", "H", "H", "H", "H", "H", "H", "H", "H", "H"],
  "positions_angstrom": [[-1.6078, 0.7808, -0.4860], [-3.2357, -1.4463, 3.0253], [-3.8252, -2.5499, 2.4335], [-3.7794, -2.7060, 1.0618], [-3.1279, -1.7656, 0.2542], [-2.5252, -0.6484, 0.8548], [-2.6081, -0.4985, 2.2292], [-3.0624, -1.8986, -1.2043], [-3.6398, -2.9785, -1.9186], [-3.5655, -3.0088, -3.2815], [-2.9207, -1.9630, -3.9716], [-2.8576, -1.8782, -5.3752], [-2.2779, -0.7950, -5.9761], [-1.6905, 0.2174, -5.2004], [-1.6915, 0.1410, -3.8357], [-2.3437, -0.9261, -3.1877], [-2.4252, -0.9357, -1.8458], [-3.2648, -1.3183, 4.0979], [-4.3272, -3.2863, 3.0450], [-4.2669, -3.5690, 0.6316], [-2.1621, 0.3585, 2.7178], [-4.1523, -3.7646, -1.3882], [-4.0116, -3.8148, -3.8487], [-3.2879, -2.6697, -5.9723], [-2.2757, -0.7092, -7.0524], [-1.2480, 1.0750, -5.6842], [-1.2405, 0.9061, -3.2247], [-0.5612, 3.5478, 6.3081], [-0.0995, 2.9631, 5.2004], [1.1631, 2.3568, 5.2010], [1.9228, 2.3867, 6.3029], [1.6135, 1.7286, 4.0524], [2.8221, 1.1557, 4.0905], [0.8775, 1.7014, 2.8715], [1.3940, 0.7478, 1.3683], [3.1137, 1.3347, 1.2249], [3.3812, 2.6938, 1.3628], [4.6519, 3.1802, 1.1204], [5.6589, 2.3193, 0.7179], [5.3899, 0.9722, 0.5435], [4.1195, 0.4827, 0.7801], [1.5561, -0.9158, 2.1348], [2.6331, -1.3970, 2.8733], [2.5916, -2.6797, 3.3917], [1.4960, -3.4980, 3.1680], [0.4241, -3.0251, 2.4299], [0.4555, -1.7418, 1.9192], [-0.3623, 2.3736, 2.8697], [-1.3205, 2.6862, 1.2190], [-0.8455, 2.9717, 4.0335], [-2.0367, 3.5718, 4.0287], [2.5891, 3.3663, 1.6678], [4.8567, 4.2329, 1.2439], [6.6520, 2.6976, 0.5331], [6.1747, 0.3046, 0.2217], [3.9041, -0.5663, 0.6311], [3.5012, -0.7812, 3.0450], [3.4269, -3.0412, 3.9730], [1.4840, -4.5040, 3.5596], [-0.4339, -3.6545, 2.2476], [-0.3759, -1.3650, 1.3361], [-4.0440, 1.7060, -3.0596], [-3.6259, 2.4120, -1.9140], [-2.1862, 2.5944, -1.9568], [-4.2492, 3.6663, -1.8117], [-3.8713, 1.6230, -0.7355], [2.8651, 0.2080, -3.8231], [1.6493, 0.1147, -3.1110], [1.5920, 0.3213, -1.4703], [0.4982, 1.5328, -1.4166], [0.9228, 2.8700, -1.6358], [0.3922, -0.7486, -1.1682], [0.7181, -2.1220, -1.3038], [2.7694, -0.4224, -4.7055], [3.7023, -0.1363, -3.2138], [3.0610, 1.2336, -4.1452], [1.6015, 2.9272, -2.4891], [1.4224, 3.2628, -0.7456], [0.0192, 3.4415, -1.8490], [-0.1731, -2.6906, -1.0408], [1.5396, -2.4024, -0.6354], [1.0030, -2.3440, -2.3355]],
  "e_lumo_ev": [-0.2, -0.2],
  "spin_multiplicity": 5,
  "total_charge": 0,
  "gap_ev": [7.748, 7.923],
  "e_homo_ev": [-7.9, -8.1]
}